Entry 1:
A structure of composition C23H42B2BaF4N6O4P, computed with ωB97M-V/def2-TZVPD.

ORCA input file:
```
! wB97M-V def2-TZVPD RIJCOSX def2/J DEFGRID3
* xyz 1 1
Ba 0.208 0.911 0.724
C -4.449 -1.022 0.502
C -3.208 -0.284 0.880
N -2.225 -0.066 0.093
O -2.273 -0.601 -1.190
B -1.695 -1.967 -1.271
F -1.888 -2.399 -2.582
F -2.289 -2.792 -0.323
O -0.185 -2.029 -1.103
N 0.266 -1.765 0.186
C 0.278 -2.728 1.030
C -0.049 -4.150 0.715
C 0.537 -2.350 2.456
N 0.436 -1.099 2.705
O 0.482 -0.714 3.998
B -0.084 0.652 4.200
F 0.113 1.003 5.493
F 0.596 1.576 3.287
O -1.546 0.725 3.913
N -1.810 0.459 2.612
C -3.011 0.150 2.303
C -4.145 0.088 3.275
C 0.717 -3.397 3.508
H -4.494 -1.148 -0.575
H -5.333 -0.493 0.858
H -4.439 -2.012 0.960
H -0.148 -4.288 -0.357
H -0.997 -4.421 1.180
H 0.721 -4.811 1.112
H -3.814 0.433 4.250
H -4.517 -0.934 3.371
H -4.975 0.710 2.937
H 1.460 -4.135 3.205
H -0.221 -3.926 3.691
H 1.030 -2.931 4.438
C 3.059 3.146 -1.105
N 2.327 2.903 0.135
C 3.264 2.464 1.176
C 1.642 4.130 0.581
C 0.391 4.460 -0.221
N -0.719 3.552 0.069
C -1.709 3.551 -1.005
C -1.369 3.879 1.342
H 3.785 3.963 -0.993
H 2.375 3.395 -1.915
H 3.609 2.247 -1.388
H 4.029 3.222 1.388
H 3.773 1.553 0.854
H 2.730 2.258 2.107
H 2.334 4.983 0.544
H 1.375 3.996 1.632
H 0.609 4.395 -1.289
H 0.107 5.503 -0.020
H -2.176 4.537 -1.138
H -2.492 2.826 -0.781
H -1.233 3.261 -1.941
H -1.840 4.871 1.312
H -0.655 3.860 2.166
H -2.140 3.137 1.559
C -0.634 2.360 -4.426
C 0.745 2.532 -4.480
C 1.583 1.461 -4.224
C 1.036 0.210 -3.926
C -0.345 0.041 -3.862
C -1.176 1.126 -4.107
H -1.287 3.198 -4.635
H 1.166 3.496 -4.735
H 2.657 1.603 -4.280
H -0.786 -0.914 -3.611
H -2.247 0.990 -4.042
C 2.903 -1.012 -2.029
P 2.126 -1.175 -3.642
C 1.265 -2.727 -3.799
C 3.434 -1.120 -4.873
H 3.837 -1.573 -1.990
H 2.230 -1.371 -1.249
H 3.122 0.045 -1.866
H 1.983 -3.537 -3.663
H 0.820 -2.797 -4.792
H 0.492 -2.789 -3.033
H 4.087 -1.984 -4.755
H 4.025 -0.211 -4.765
H 2.986 -1.136 -5.866
*
```

Results
energy relative to the best compared isomer or geometry (same formula, charge and spin): 2.3 kcal per mole
frontier orbital gap: 8.271 eV
M: 732.55 g mol⁻¹
HOMO energy: -10.771 eV
maximum force: 0.3 eV Å⁻¹


Entry 2:
A cluster of 9 separate species, C23H42Cl18FNO4S in total, computed with ωB97M-V/def2-TZVPD.

ORCA input file:
```
! wB97M-V def2-TZVPD RIJCOSX def2/J DEFGRID3
* xyz 0 1
C -2.555 1.776 -3.329
C -1.396 1.167 -2.398
O -1.650 -0.262 -2.304
C -0.461 -1.014 -2.595
C -0.686 -2.508 -2.056
C -0.137 -2.692 -0.577
C -0.767 -1.691 0.485
C -0.991 -2.336 1.955
C -0.032 -1.583 3.008
C -0.553 -1.726 4.507
C -1.952 -0.935 4.584
C 0.403 -1.104 5.623
N -0.013 -1.751 6.906
C 0.163 0.476 5.857
Cl -0.887 1.033 7.252
C 0.730 1.483 5.089
C 0.514 3.038 5.371
Cl 1.830 1.105 3.691
O 1.809 -1.408 5.486
S 2.101 -2.658 4.434
O 1.596 -3.987 4.867
O 3.598 -2.732 4.285
C 1.458 -2.095 2.790
F 1.588 -3.184 1.914
H -2.593 1.127 -4.259
H -2.278 2.842 -3.554
H -3.505 1.699 -2.720
H -1.526 1.580 -1.354
H -0.380 1.409 -2.824
H -0.263 -1.083 -3.715
H 0.487 -0.551 -2.152
H -0.021 -3.156 -2.721
H -1.749 -2.857 -2.187
H 0.980 -2.450 -0.627
H -0.181 -3.777 -0.228
H -0.192 -0.711 0.571
H -1.790 -1.390 0.076
H -0.864 -3.454 1.971
H -2.086 -2.149 2.185
H -0.137 -0.480 2.739
H -0.759 -2.809 4.787
H -2.724 -1.652 4.147
H -1.951 -0.019 3.913
H -2.292 -0.724 5.635
H 0.480 -1.333 7.697
H -1.026 -1.727 7.012
H 1.496 3.524 5.054
H -0.282 3.468 4.701
H 0.392 3.268 6.463
H 2.154 -1.285 2.409
C -2.789 -5.411 0.441
Cl -3.389 -4.159 1.537
Cl -3.095 -4.993 -1.246
H -1.717 -5.526 0.590
H -3.295 -6.347 0.667
C -3.002 -5.973 -4.880
Cl -1.463 -6.150 -4.028
Cl -3.863 -4.513 -4.373
H -2.805 -5.911 -5.948
H -3.624 -6.840 -4.669
C 2.252 5.053 2.552
Cl 2.000 6.206 3.869
Cl 1.097 5.317 1.239
H 3.261 5.175 2.165
H 2.125 4.043 2.935
C 1.610 -0.382 -6.880
Cl 0.680 0.621 -5.758
Cl 2.740 -1.429 -6.015
H 0.923 -1.000 -7.453
H 2.170 0.266 -7.550
C 5.320 2.003 1.362
Cl 5.017 3.722 1.648
Cl 3.809 1.089 1.282
H 5.849 1.893 0.418
H 5.927 1.610 2.174
C -1.017 5.596 -0.940
Cl -2.038 4.519 0.022
Cl -0.564 4.847 -2.475
H -1.565 6.513 -1.142
H -0.114 5.821 -0.377
C -1.661 2.749 -7.217
Cl -3.263 2.932 -6.489
Cl -1.766 2.732 -8.983
H -1.033 3.583 -6.910
H -1.219 1.817 -6.882
C 3.253 3.360 -4.122
Cl 2.183 4.111 -5.313
Cl 2.438 3.135 -2.570
H 3.571 2.391 -4.500
H 4.119 3.999 -3.970
*
```

Results
frontier orbital gap: 9.381 eV
M: 1085.81 g mol⁻¹
HOMO energy: -9.191 eV
maximum force: 6.7 eV Å⁻¹


Question: Which formula does entry 1 have?
Answer: C23H42B2BaF4N6O4P


Please write out number 2 again, unchanged.
A cluster of 9 separate species, C23H42Cl18FNO4S in total, computed with ωB97M-V/def2-TZVPD.

ORCA input file:
```
! wB97M-V def2-TZVPD RIJCOSX def2/J DEFGRID3
* xyz 0 1
C -2.555 1.776 -3.329
C -1.396 1.167 -2.398
O -1.650 -0.262 -2.304
C -0.461 -1.014 -2.595
C -0.686 -2.508 -2.056
C -0.137 -2.692 -0.577
C -0.767 -1.691 0.485
C -0.991 -2.336 1.955
C -0.032 -1.583 3.008
C -0.553 -1.726 4.507
C -1.952 -0.935 4.584
C 0.403 -1.104 5.623
N -0.013 -1.751 6.906
C 0.163 0.476 5.857
Cl -0.887 1.033 7.252
C 0.730 1.483 5.089
C 0.514 3.038 5.371
Cl 1.830 1.105 3.691
O 1.809 -1.408 5.486
S 2.101 -2.658 4.434
O 1.596 -3.987 4.867
O 3.598 -2.732 4.285
C 1.458 -2.095 2.790
F 1.588 -3.184 1.914
H -2.593 1.127 -4.259
H -2.278 2.842 -3.554
H -3.505 1.699 -2.720
H -1.526 1.580 -1.354
H -0.380 1.409 -2.824
H -0.263 -1.083 -3.715
H 0.487 -0.551 -2.152
H -0.021 -3.156 -2.721
H -1.749 -2.857 -2.187
H 0.980 -2.450 -0.627
H -0.181 -3.777 -0.228
H -0.192 -0.711 0.571
H -1.790 -1.390 0.076
H -0.864 -3.454 1.971
H -2.086 -2.149 2.185
H -0.137 -0.480 2.739
H -0.759 -2.809 4.787
H -2.724 -1.652 4.147
H -1.951 -0.019 3.913
H -2.292 -0.724 5.635
H 0.480 -1.333 7.697
H -1.026 -1.727 7.012
H 1.496 3.524 5.054
H -0.282 3.468 4.701
H 0.392 3.268 6.463
H 2.154 -1.285 2.409
C -2.789 -5.411 0.441
Cl -3.389 -4.159 1.537
Cl -3.095 -4.993 -1.246
H -1.717 -5.526 0.590
H -3.295 -6.347 0.667
C -3.002 -5.973 -4.880
Cl -1.463 -6.150 -4.028
Cl -3.863 -4.513 -4.373
H -2.805 -5.911 -5.948
H -3.624 -6.840 -4.669
C 2.252 5.053 2.552
Cl 2.000 6.206 3.869
Cl 1.097 5.317 1.239
H 3.261 5.175 2.165
H 2.125 4.043 2.935
C 1.610 -0.382 -6.880
Cl 0.680 0.621 -5.758
Cl 2.740 -1.429 -6.015
H 0.923 -1.000 -7.453
H 2.170 0.266 -7.550
C 5.320 2.003 1.362
Cl 5.017 3.722 1.648
Cl 3.809 1.089 1.282
H 5.849 1.893 0.418
H 5.927 1.610 2.174
C -1.017 5.596 -0.940
Cl -2.038 4.519 0.022
Cl -0.564 4.847 -2.475
H -1.565 6.513 -1.142
H -0.114 5.821 -0.377
C -1.661 2.749 -7.217
Cl -3.263 2.932 -6.489
Cl -1.766 2.732 -8.983
H -1.033 3.583 -6.910
H -1.219 1.817 -6.882
C 3.253 3.360 -4.122
Cl 2.183 4.111 -5.313
Cl 2.438 3.135 -2.570
H 3.571 2.391 -4.500
H 4.119 3.999 -3.970
*
```

Results
frontier orbital gap: 9.381 eV
M: 1085.81 g mol⁻¹
HOMO energy: -9.191 eV
maximum force: 6.7 eV Å⁻¹


Question: Which formula does entry 1 have?
Answer: C23H42B2BaF4N6O4P